{"formula": "C2H2F3NO", "method": "ωB97M-V/def2-TZVPD", "spin_multiplicity": 1, "charge": 0, "smiles": "O[C@@H](F)/C(F)=N/F", "de_lowest_ev": 4.071, "total_energy_ev": -13793.02930, "species": ["O", "C", "F", "C", "F", "N", "F", "H", "H"], "positions_angstrom": [[-1.3589, -0.6047, 0.4117], [-0.3628, -0.6405, -0.4966], [-1.0050, -0.4103, -1.7929], [0.7929, 0.2036, 0.0540], [1.9891, -0.1332, -0.4490], [0.4179, 1.1264, 0.8022], [1.3078, 1.8112, 1.5030], [-1.8319, 0.2913, 0.4005], [0.0509, -1.6439, -0.4329]], "forces_ev_per_angstrom": [[-2.2, 1.2, 0.3], [-1.1, -0.4, 0.0], [2.3, 0.1, 1.8], [-0.1, 0.3, -3.1], [-0.4, 0.4, 1.0], [-1.2, -0.4, 0.4], [1.7, 0.9, 0.3], [1.2, -1.7, 0.0], [-0.2, -0.4, -0.8]], "mulliken_charge": [-0.489, 0.341, -0.310, 0.472, -0.210, -0.222, -0.123, 0.348, 0.191]}